1.
# C48H61N7O2Si2V

C48H61N7O2Si2V as an isolated structure (the ωB97M-V functional and the def2-TZVPD basis, the OMol25 dataset).

The geometry in ORCA input format:
```
! wB97M-V def2-TZVPD RIJCOSX def2/J DEFGRID3
* xyz -2 4
V 0.25588 -0.27515 -0.48829
N -0.74513 -0.64086 1.51121
N -1.67246 0.42781 1.79274
C -1.88754 1.27410 0.59717
O -2.46878 2.45762 0.89656
O -0.61694 1.66571 0.13089
H -1.21822 -1.52965 1.35583
H -0.12927 -0.73678 2.31097
H -2.56518 0.03487 2.07400
N -5.83687 -8.59879 -0.12702
C -5.18212 -7.66299 -0.28875
C -4.37236 -6.50609 -0.48749
C -3.02276 -6.49468 -0.10520
C -2.24426 -5.37925 -0.30349
C -2.76205 -4.19366 -0.87618
C -4.11275 -4.24604 -1.28703
C -4.89949 -5.36170 -1.08791
C -1.93421 -3.01384 -1.04936
C -0.53377 -3.20308 -1.46725
C -0.01047 -4.30239 -2.15999
C 1.36448 -4.05332 -2.35063
C 1.60854 -2.81449 -1.78002
N 0.46715 -2.29157 -1.24394
C -2.46877 -1.74302 -0.84530
C -3.80591 -1.43088 -0.28115
C -3.90378 -0.10932 -0.12004
C -2.61598 0.51343 -0.54588
N -1.79393 -0.58907 -1.01024
H -2.59907 -7.37626 0.36066
H -1.20388 -5.38830 -0.00665
H -4.53070 -3.39341 -1.80552
H -5.93020 -5.36577 -1.42200
H -0.56432 -5.17185 -2.48573
H 2.08672 -4.69135 -2.83937
H 2.54749 -2.28219 -1.69143
H -4.55663 -2.15996 -0.01570
H -4.74442 0.44007 0.28121
H -2.76055 1.25952 -1.33796
C 0.83896 3.68873 -0.47453
Si -0.95760 3.41977 0.20448
C -0.83489 4.45261 1.84111
C -2.19289 4.96342 2.33294
C 0.13013 5.64392 1.75427
C -0.26906 3.48346 2.88722
C -1.95940 4.29125 -1.22739
C -3.48062 4.17707 -1.08911
C -1.54461 3.68572 -2.57748
C -1.62728 5.79102 -1.28122
H 1.06938 4.70894 -0.79550
H 1.01688 3.01707 -1.32058
H 1.56897 3.41264 0.29276
H -2.60326 5.73106 1.66925
H -2.08249 5.42011 3.32802
H -2.91342 4.14901 2.40260
H -0.16021 6.36461 0.98670
H 1.15005 5.31835 1.54400
H 0.14782 6.17457 2.71755
H -0.94063 2.63800 3.04783
H -0.11591 4.00368 3.84481
H 0.69880 3.08276 2.57459
H -3.81961 3.14310 -1.14117
H -3.96938 4.74295 -1.89665
H -3.82672 4.57596 -0.13286
H -1.65885 2.59971 -2.61714
H -0.49738 3.90344 -2.80117
H -2.15273 4.11878 -3.38574
H -1.98250 6.31860 -0.39336
H -2.11916 6.24684 -2.15288
H -0.55582 5.97247 -1.37677
C 3.45820 3.37069 3.86761
C 3.95398 3.49215 2.57639
C 3.76400 2.46898 1.65372
C 3.06577 1.30149 1.97620
C 2.56480 1.21498 3.28216
C 2.76153 2.22119 4.21742
Si 2.70698 -0.09111 0.68924
C 4.30737 0.05878 -0.39624
C 4.23774 0.71993 -1.62460
C 5.35140 0.89503 -2.44046
C 6.58238 0.39407 -2.04414
C 6.68377 -0.27430 -0.82873
C 5.56389 -0.43298 -0.02269
C 3.09626 -1.63870 1.79660
C 4.05136 -1.65640 2.82302
C 4.28500 -2.78843 3.59298
C 3.55597 -3.95006 3.36121
C 2.59797 -3.96094 2.35892
C 2.37361 -2.81976 1.59186
H 3.59988 4.16779 4.58810
H 4.49008 4.38815 2.28301
H 4.16899 2.58471 0.65248
H 2.01400 0.32806 3.58161
H 2.35308 2.11690 5.21663
H 3.28021 1.11772 -1.94373
H 5.25476 1.41795 -3.38549
H 7.45455 0.51877 -2.67595
H 7.64080 -0.67372 -0.51038
H 5.66822 -0.96323 0.91761
H 4.61354 -0.75305 3.04025
H 5.03189 -2.76340 4.37943
H 3.73272 -4.83596 3.96146
H 2.02079 -4.85800 2.16466
H 1.62427 -2.84990 0.80848
C 0.50828 0.69985 -5.62088
C -0.32903 -0.26340 -4.78325
C -1.74837 -0.33742 -5.33957
C 0.29712 -1.66174 -4.79241
N -0.48619 0.29199 -3.43441
N 0.68895 0.31008 -2.62661
H 0.58516 0.34448 -6.65157
H 1.52300 0.78209 -5.22280
H 0.05337 1.69291 -5.61790
H -1.73842 -0.69579 -6.37102
H -2.21800 0.64780 -5.30688
H -2.35043 -1.02778 -4.74232
H 0.24677 -2.09137 -5.79713
H -0.21936 -2.32914 -4.09732
H 1.34949 -1.64604 -4.50257
H -1.15691 -0.25798 -2.89479
H 1.17443 1.18690 -2.77820
H 1.31372 -0.46872 -2.84323
*
```

Properties
**Relative energy (zero: lowest compared OMol25 entry of this formula, charge and spin)**: 0.00 kJ/mol
**<S²>**: 3.7605

Atom charges from the Mulliken analysis, given in e for atoms 1 to 8: 0.8033, -0.2709, -0.0104, 0.6521, -0.9478, 0.0016, 0.2281, 0.3615

2.
# C48H62BN8OPRuS4

C48H62BN8OPRuS4 as an isolated structure (the ωB97M-V functional and the def2-TZVPD basis, the OMol25 dataset).

The geometry in ORCA input format:
```
! wB97M-V def2-TZVPD RIJCOSX def2/J DEFGRID3
* xyz 3 2
Ru 1.75506 0.53990 -0.58144
C 0.41264 -2.02963 3.76692
C -0.12522 -2.22877 2.38509
C -0.88907 -3.30608 2.00653
C -1.36591 -3.44418 0.68667
N -1.11386 -2.51459 -0.22038
N -0.39922 -1.47230 0.16374
B -0.29026 -0.21783 -0.73507
N -1.29501 0.82912 -0.15773
N -2.38353 0.37978 0.47581
C -3.30616 1.25889 0.77926
C -3.17068 2.61954 0.38663
C -2.05481 3.06765 -0.25896
C -1.84773 4.48386 -0.69056
C -1.05901 2.08576 -0.49132
S 0.52401 2.43454 -1.09168
C -4.51405 0.78589 1.56596
C -5.78693 1.09402 0.76286
C -4.54585 1.54870 2.89885
C -4.43631 -0.71558 1.83424
N -0.79858 -0.49954 -2.18371
N -2.11390 -0.55011 -2.37209
C -2.54565 -0.81367 -3.58442
C -1.63217 -1.03870 -4.64704
C -0.27984 -0.96726 -4.45229
C 0.73158 -1.14902 -5.54041
C 0.11016 -0.67052 -3.13273
S 1.75406 -0.57467 -2.56657
C -4.04350 -0.89435 -3.80179
C -4.38869 -2.35187 -4.14608
C -4.43608 0.02844 -4.96559
C -4.79652 -0.46736 -2.54351
C 0.12070 -1.29635 1.36479
S 1.05054 0.16424 1.52962
C -2.24447 -4.60088 0.23210
C -3.67838 -4.05445 0.11595
C -1.77722 -5.10573 -1.13887
C -2.21341 -5.75759 1.23212
H 0.40228 -2.96105 4.32842
H -0.20318 -1.30375 4.30380
H 1.43266 -1.64322 3.74270
H -1.11442 -4.07514 2.73276
H -3.96755 3.31604 0.61533
H -2.72160 5.09061 -0.46523
H -1.65611 4.53414 -1.76421
H -0.97947 4.91254 -0.18593
H -5.93031 2.16491 0.61126
H -6.65465 0.72570 1.31021
H -5.76917 0.60378 -0.21148
H -4.63859 2.62648 2.75454
H -3.64692 1.35566 3.48886
H -5.40757 1.22388 3.48208
H -4.43495 -1.28338 0.90283
H -5.30297 -1.01803 2.42194
H -3.53561 -0.97740 2.39371
H -2.01583 -1.26611 -5.63347
H 0.27905 -1.59782 -6.42140
H 1.55728 -1.78126 -5.21148
H 1.15243 -0.18324 -5.82817
H -3.89455 -2.68460 -5.06087
H -5.46335 -2.44360 -4.30274
H -4.10491 -3.02570 -3.33432
H -3.98300 -0.27324 -5.91068
H -4.15802 1.06431 -4.76261
H -5.51650 -0.00820 -5.10272
H -4.54157 -1.09060 -1.68459
H -5.86813 -0.54913 -2.72479
H -4.57142 0.57058 -2.28761
H -3.71966 -3.21752 -0.58516
H -4.05444 -3.71712 1.08362
H -4.33796 -4.84356 -0.24569
H -1.69622 -4.29776 -1.86520
H -2.49731 -5.83167 -1.51595
H -0.81405 -5.61617 -1.05868
H -2.66848 -5.49314 2.18810
H -1.19739 -6.11726 1.41049
H -2.78905 -6.59019 0.82915
C 2.74706 -4.57312 -1.83662
N 2.87428 -3.30328 -1.12111
C 3.83176 -2.38856 -1.15564
S 3.69202 -0.96371 -0.12750
N 4.95674 -2.47690 -1.83855
C 5.49671 -3.53258 -2.70511
H 1.98440 -5.15597 -1.32791
H 3.67193 -5.13810 -1.80427
H 2.43559 -4.42308 -2.87039
H 2.08344 -3.02408 -0.56424
H 5.55376 -1.67341 -1.70747
H 4.73714 -3.92526 -3.37148
H 5.93798 -4.33511 -2.11668
H 6.27467 -3.07925 -3.31216
O 2.91633 2.04185 0.21273
P 3.36548 2.84296 1.46861
C 3.59272 1.77619 2.88172
C 2.89510 1.93956 4.07752
C 3.11780 1.06240 5.13032
C 4.03616 0.03105 4.99358
C 4.74598 -0.12572 3.80783
C 4.53030 0.74616 2.75521
C 4.91449 3.61461 1.07559
C 5.80148 3.94296 2.10170
C 6.97793 4.61006 1.79859
C 7.26723 4.94074 0.48122
C 6.38628 4.60869 -0.54015
C 5.20509 3.94606 -0.24866
C 2.16172 4.09823 1.88693
C 2.53905 5.43742 1.94907
C 1.61093 6.40581 2.31347
C 0.31232 6.03945 2.62514
C -0.07161 4.70216 2.56650
C 0.84469 3.73616 2.19421
H 2.19571 2.75647 4.19946
H 2.58933 1.19910 6.06435
H 4.21978 -0.63961 5.82289
H 5.48161 -0.91381 3.71624
H 5.10489 0.64463 1.84226
H 5.57828 3.67985 3.12886
H 7.66929 4.86910 2.58871
H 8.18714 5.46036 0.24847
H 6.62071 4.87022 -1.56304
H 4.51335 3.68954 -1.04059
H 3.55449 5.72956 1.71605
H 1.90951 7.44406 2.36237
H -0.40387 6.79375 2.92378
H -1.08388 4.41762 2.82718
H 0.54122 2.69666 2.16925
*
```

Properties
**DFT total energy**: -120621.80928 eV
**<S²>**: 0.7610

Atom charges from the Mulliken analysis, given in e for atoms 1 to 8: -0.0377, -1.6781, 0.1591, -0.6456, -0.3837, -0.6215, 1.3312, 1.9869